(1)
The following is a DFT calculation (ωB97M-V/def2-TZVPD) of a molecular structure, C6H15BeFNO2Pb in a non-equilibrium geometry.

XYZ file:
```
27
Properties=species:S:1:pos:R:3:mulliken_charge:R:1
Be 5.978 -9.974 22.343 1.07
Pb 4.995 -14.357 20.729 1.71
F 5.427 -12.313 21.901 -0.59
C 8.599 -7.836 22.306 -0.82
O 7.676 -8.512 23.133 -0.03
C 7.966 -8.343 24.533 -0.56
C 6.780 -8.869 25.349 -0.75
N 6.276 -10.106 24.754 -0.08
C 6.995 -11.377 24.918 -0.83
C 8.289 -11.477 24.169 -0.46
O 8.145 -11.009 22.795 -0.13
C 9.213 -11.477 21.989 -0.86
H 8.244 -7.754 21.277 0.29
H 9.550 -8.359 22.169 0.28
H 8.758 -6.811 22.641 0.32
H 8.237 -7.341 24.884 0.54
H 8.958 -8.771 24.718 0.29
H 5.972 -8.138 25.337 0.37
H 7.015 -9.035 26.403 0.39
H 5.389 -10.329 25.202 0.34
H 6.387 -12.154 24.445 0.29
H 7.098 -11.640 25.973 0.42
H 8.782 -12.450 24.200 0.60
H 9.033 -10.869 24.693 0.23
H 8.882 -11.183 20.989 0.30
H 9.287 -12.563 21.899 0.35
H 10.154 -10.977 22.219 0.31
```

## Properties
net charge = +3
gap between HOMO and LUMO = 5.734 eV
relative energy (zero: lowest compared OMol25 entry of this formula, charge and spin) = 0.00 kcal/mol
LUMO level = -0.4997 Ha
multiplicity = 1



(2)
The following is a DFT calculation (ωB97M-V/def2-TZVPD) of a molecular structure, C26H35N3O10Sr in a non-equilibrium geometry.

XYZ file:
```
75
Properties=species:S:1:pos:R:3:lowdin_spin:R:1
Sr -0.633 1.783 -0.819 0.00
C 2.206 -1.364 -1.864 0.00
C 1.839 -0.102 -2.727 0.00
O 1.493 1.074 -2.061 0.00
H 2.972 -1.161 -1.115 0.00
H 2.417 -2.253 -2.458 0.00
H 1.294 -1.428 -1.270 0.00
H 1.048 -0.337 -3.439 0.00
H 2.676 0.034 -3.411 0.00
C -1.912 2.671 -5.317 0.00
C -2.740 2.266 -3.998 0.00
O -2.050 2.708 -2.869 0.00
H -0.973 2.117 -5.322 0.00
H -1.601 3.716 -5.350 0.00
H -2.407 2.525 -6.276 0.00
H -2.824 1.181 -3.947 0.00
H -3.771 2.617 -4.039 0.00
C -2.300 2.352 3.144 0.00
C -3.118 2.801 1.954 0.00
O -2.570 2.631 0.668 0.00
H -1.242 2.612 3.113 0.00
H -2.217 1.275 3.291 0.00
H -2.702 2.771 4.067 0.00
H -3.648 3.747 2.066 0.00
H -3.991 2.154 1.869 0.00
C 2.229 5.810 -0.309 0.00
C 0.829 5.133 -0.160 0.00
O 0.502 4.165 -1.109 0.00
H 2.914 4.962 -0.323 0.00
H 2.476 6.510 0.489 0.00
H 2.352 6.351 -1.247 0.00
H 0.186 6.012 -0.193 0.00
H 0.709 4.770 0.861 0.00
C 5.650 -0.544 1.875 0.00
C 4.868 -0.325 0.739 0.00
C 3.728 0.451 0.872 0.00
C 3.193 0.860 2.130 0.00
C 3.953 0.546 3.258 0.00
C 5.153 -0.105 3.170 0.00
N 1.902 1.592 2.273 0.00
O 1.487 1.774 3.442 0.00
O 1.291 1.803 1.258 0.00
H 6.602 -1.050 1.916 0.00
H 5.084 -0.599 -0.283 0.00
H 3.247 0.737 -0.052 0.00
H 3.574 0.883 4.212 0.00
H 5.795 -0.165 4.036 0.00
C -2.538 -4.096 3.443 0.13
C -3.089 -2.801 3.241 0.01
C -2.288 -1.841 2.570 0.08
C -1.038 -2.236 2.046 0.07
C -0.504 -3.507 2.265 0.08
C -1.247 -4.422 2.988 0.01
N -0.145 -1.265 1.454 0.18
O -0.640 -0.237 1.045 0.15
O 1.023 -1.524 1.252 0.15
H -3.002 -4.871 4.034 0.01
H -3.960 -2.419 3.752 0.00
H -2.495 -0.782 2.611 0.01
H 0.488 -3.810 1.964 0.01
H -0.877 -5.416 3.189 0.00
C -0.733 -4.928 -2.591 0.02
C -0.427 -3.674 -3.118 0.00
C -1.108 -2.515 -2.607 0.01
C -1.993 -2.609 -1.475 0.00
C -2.346 -3.916 -1.104 0.01
C -1.754 -5.069 -1.600 0.00
N -2.620 -1.348 -1.006 0.03
O -2.108 -0.291 -1.287 0.00
O -3.599 -1.453 -0.319 0.03
H -0.167 -5.804 -2.871 0.00
H 0.325 -3.502 -3.874 0.00
H -0.864 -1.554 -3.036 0.00
H -3.133 -4.022 -0.373 0.00
H -2.127 -6.047 -1.334 0.00
```

## Properties
net charge = -3
gap between HOMO and LUMO (spin up / spin down) = 3.791 / 4.156 eV
relative energy (zero: lowest compared OMol25 entry of this formula, charge and spin) = 0.00 kcal/mol
expectation value of S² = 0.767
LUMO level (spin up / spin down) = 0.2183 / 0.2181 Ha
multiplicity = 2



(3)
The following is a DFT calculation (ωB97M-V/def2-TZVPD) of a molecular structure, C11H21AlClN3O2P2 in a non-equilibrium geometry.

XYZ file:
```
41
Properties=species:S:1:pos:R:3:mulliken_charge:R:1
C -1.943 0.164 -2.590 -1.16
C -2.184 0.207 -1.121 0.09
H -2.562 0.928 -3.080 0.39
H -2.214 -0.827 -2.987 0.43
H -0.884 0.357 -2.827 0.34
O -2.978 0.939 -0.528 -0.37
Cl 2.602 0.186 0.328 -0.28
Al 0.489 0.097 0.033 0.30
P 0.909 -2.169 -1.010 0.89
C 0.980 -3.266 0.455 -1.20
C -0.167 -3.071 -2.171 -1.27
H 0.292 -4.042 -2.399 0.52
H 2.608 -3.328 -2.306 0.46
H -0.268 -2.490 -3.096 0.38
H 2.731 -1.550 -2.470 0.39
H 0.022 -3.228 0.988 0.30
H -1.161 -3.224 -1.734 0.37
C 2.560 -2.374 -1.767 -1.21
H 1.186 -4.294 0.129 0.51
H 3.336 -2.337 -0.995 0.42
H 1.772 -2.919 1.129 0.34
P -0.045 2.437 0.368 0.76
C -1.364 2.689 1.601 -1.19
C 1.363 3.334 1.103 -1.20
H 0.234 3.442 -1.806 0.38
H -0.660 4.524 -0.685 0.46
H -1.492 3.125 -1.448 0.34
C -0.544 3.488 -1.033 -1.19
H 2.231 3.252 0.438 0.38
H 1.097 4.390 1.249 0.48
H -1.579 3.764 1.673 0.47
H -1.035 2.302 2.573 0.36
H 1.621 2.879 2.068 0.34
H -2.262 2.146 1.282 0.34
C -1.420 -0.824 -0.283 0.84
O -1.937 -1.750 0.299 -0.23
N 0.102 -0.235 1.887 -0.41
C -0.018 -0.622 2.992 0.87
N -0.192 -1.156 4.131 -0.50
C 0.222 -0.655 5.271 0.42
N 0.553 -0.289 6.338 -0.35
```

## Properties
net charge = +2
gap between HOMO and LUMO (spin up / spin down) = 3.464 / 3.467 eV
relative energy (zero: lowest compared OMol25 entry of this formula, charge and spin) = 29.05 kcal/mol
LUMO level (spin up / spin down) = -0.4274 / -0.4273 Ha
multiplicity = 1



(4)
The following is a DFT calculation (ωB97M-V/def2-TZVPD) of a molecular structure, C27H27AsN3RhS.

XYZ file:
```
60
Properties=species:S:1:pos:R:3:mulliken_charge:R:1
Rh -0.086 -0.171 0.125 -0.39
N -3.623 1.915 0.595 -0.18
C -3.658 2.918 -0.427 0.49
C -4.858 3.267 -1.017 -0.78
C -4.856 4.198 -2.048 -0.65
C -3.665 4.737 -2.508 -0.66
C -2.459 4.358 -1.931 -0.65
C -2.465 3.468 -0.871 0.67
S -0.996 3.062 0.026 -0.17
N -1.365 1.426 0.377 -0.24
C -2.573 1.090 0.703 0.41
C -2.713 -0.302 1.208 0.99
C -3.845 -0.807 1.806 -0.57
C -3.827 -2.100 2.318 -0.69
C -2.671 -2.848 2.211 -0.87
C -1.571 -2.292 1.581 -0.15
N -1.589 -1.052 1.088 0.09
H -4.524 1.587 0.906 0.21
H -5.787 2.825 -0.678 0.36
H -5.794 4.493 -2.498 0.41
H -3.670 5.458 -3.313 0.42
H -1.524 4.777 -2.281 0.47
H -4.739 -0.207 1.899 0.34
H -4.707 -2.507 2.799 0.47
H -2.607 -3.853 2.603 0.48
H -0.654 -2.848 1.459 0.37
C -1.325 -0.737 -4.357 -0.67
C -1.785 -1.697 -3.465 -0.88
C -1.513 -1.586 -2.104 0.07
C -0.779 -0.496 -1.675 1.08
C -0.342 0.495 -2.536 -0.37
C -0.609 0.358 -3.897 -0.80
H -1.536 -0.838 -5.412 0.46
H -2.356 -2.543 -3.825 0.46
H -1.867 -2.342 -1.416 0.51
H 0.182 1.379 -2.177 0.44
H -0.269 1.120 -4.586 0.48
C 2.846 -2.073 1.120 -1.28
As 1.492 -2.000 -0.259 1.03
C 0.899 -3.833 -0.397 -1.26
C 2.477 -1.601 -1.910 -0.63
C 3.401 -2.718 -2.297 -0.03
C 4.676 -2.811 -1.745 -0.36
C 5.511 -3.866 -2.085 -0.71
C 5.078 -4.835 -2.979 -0.50
C 3.812 -4.743 -3.541 -0.62
C 2.977 -3.689 -3.200 -0.24
H 3.576 -2.838 0.861 0.45
H 2.385 -2.323 2.074 0.42
H 3.345 -1.109 1.203 0.40
H 1.603 -4.358 -1.042 0.44
H -0.099 -3.908 -0.821 0.33
H 0.925 -4.283 0.595 0.56
H 3.018 -0.675 -1.708 0.59
H 1.732 -1.403 -2.680 0.33
H 5.033 -2.041 -1.070 0.48
H 6.504 -3.924 -1.662 0.40
H 5.731 -5.653 -3.248 0.41
H 3.479 -5.486 -4.253 0.42
H 1.993 -3.610 -3.652 0.44
```

## Properties
net charge = +2
gap between HOMO and LUMO = 6.373 eV
relative energy (zero: lowest compared OMol25 entry of this formula, charge and spin) = 0.00 kcal/mol
LUMO level = -0.2670 Ha
multiplicity = 1



(5)
The following is a DFT calculation (ωB97M-V/def2-TZVPD) of 3 unconnected molecules or ions with the total composition C4H10O2 in a non-equilibrium geometry.

XYZ file:
```
16
Properties=species:S:1:pos:R:3:mulliken_charge:R:1
C -2.306 0.820 -0.450 -0.92
C -1.216 0.483 0.258 0.16
C -1.016 -0.866 0.768 -0.17
C 0.105 -1.226 1.420 -0.75
H -3.089 0.094 -0.645 0.27
H -2.587 1.852 -0.618 0.28
H -0.341 1.115 0.190 0.27
H -1.866 -1.525 0.604 0.27
H 0.368 -2.268 1.526 0.27
H 0.749 -0.422 1.738 0.33
O 1.892 1.286 0.703 -0.63
H 2.746 0.883 0.979 0.31
H 1.788 0.880 -0.160 0.35
O 1.542 -0.199 -1.730 -0.59
H 1.816 -1.074 -1.969 0.27
H 1.418 0.168 -2.614 0.28
```

## Properties
gap between HOMO and LUMO = 8.779 eV
relative energy (zero: lowest compared OMol25 entry of this formula, charge and spin) = 49.71 kcal/mol
LUMO level = 0.0168 Ha
multiplicity = 1



(6)
The following is a DFT calculation (ωB97M-V/def2-TZVPD) of a molecular structure, C21H44N5O12P2S2SbSi3Ti.

XYZ file:
```
91
Properties=species:S:1:pos:R:3:lowdin_spin:R:1
Ti 0.107 -0.269 -0.794 1.04
N 0.922 -3.634 1.019 0.00
N 0.785 -2.727 2.065 0.00
C 0.141 -1.524 1.930 0.00
O 0.087 -0.760 2.890 0.00
O -0.419 -1.295 0.770 0.01
H 0.726 -4.568 1.348 0.00
H 1.846 -3.592 0.603 0.00
H 1.344 -2.808 2.900 0.00
O 0.935 3.156 -2.995 0.00
P -0.491 2.483 -2.659 0.00
O -1.543 3.512 -2.641 0.00
O -0.255 1.637 -1.413 0.01
O -0.716 1.448 -3.869 0.00
P -0.230 -0.091 -3.889 0.00
O 1.357 0.139 -3.694 0.01
O -0.591 -0.757 -5.141 0.00
O -0.746 -0.680 -2.567 0.02
H 0.772 3.990 -3.443 0.00
H 1.867 -0.554 -4.130 0.00
C -4.531 1.798 4.277 0.00
Si -2.959 0.947 3.669 0.00
C -3.270 -0.903 3.699 0.00
C -1.566 1.370 4.857 0.00
Sb -2.147 1.586 1.346 0.00
Si -4.023 0.498 -0.011 0.00
C -5.755 0.845 0.659 0.00
C -3.757 -1.361 -0.009 0.00
C -3.894 1.056 -1.796 0.00
Si -2.753 4.053 1.084 0.00
C -3.886 4.414 -0.365 0.00
C -3.500 4.799 2.645 0.00
C -1.106 4.887 0.739 0.00
H -4.901 1.299 5.178 0.00
H -5.317 1.763 3.520 0.00
H -4.352 2.845 4.519 0.00
H -3.407 -1.240 4.731 0.00
H -2.430 -1.446 3.266 0.00
H -4.172 -1.153 3.137 0.00
H -1.830 1.098 5.884 0.00
H -1.341 2.439 4.833 0.00
H -0.668 0.824 4.564 0.00
H -5.891 0.375 1.637 0.00
H -6.510 0.437 -0.019 0.00
H -5.939 1.915 0.776 0.00
H -3.601 -1.792 0.979 0.00
H -2.873 -1.600 -0.605 0.00
H -4.613 -1.855 -0.480 0.00
H -3.646 2.107 -1.927 0.00
H -4.827 0.849 -2.330 0.00
H -3.101 0.482 -2.282 0.00
H -4.821 3.850 -0.330 0.00
H -3.371 4.176 -1.296 0.00
H -4.126 5.483 -0.370 0.00
H -4.498 4.398 2.822 0.00
H -3.580 5.886 2.545 0.00
H -2.893 4.580 3.527 0.00
H -0.703 4.490 -0.196 0.00
H -0.376 4.689 1.526 0.00
H -1.228 5.969 0.630 0.00
C 2.765 2.344 -0.310 0.00
S 1.591 1.495 0.757 0.01
C 2.722 0.874 2.013 0.00
H 3.596 1.699 -0.588 0.00
H 3.142 3.222 0.213 0.00
H 2.235 2.652 -1.208 0.00
H 3.247 1.717 2.464 0.00
H 3.449 0.173 1.606 0.00
H 2.111 0.379 2.764 0.00
O 8.661 -2.859 -1.484 0.00
S 8.741 -4.227 -1.965 0.00
O 9.573 -4.403 -3.145 0.00
O 8.959 -5.221 -0.920 0.00
C 7.052 -4.631 -2.540 -0.01
N 6.935 -5.725 -3.298 0.08
C 5.695 -6.022 -3.676 0.01
C 4.588 -5.279 -3.328 0.06
C 4.812 -4.146 -2.529 0.04
N 6.070 -3.840 -2.149 0.06
C 3.756 -3.268 -2.082 0.21
C 2.368 -3.514 -2.294 0.03
C 1.425 -2.666 -1.804 0.09
N 1.708 -1.487 -1.149 0.16
C 3.053 -1.247 -0.957 0.11
C 4.049 -2.076 -1.368 0.03
H 5.583 -6.908 -4.297 0.00
H 3.603 -5.561 -3.674 0.00
H 2.026 -4.399 -2.814 0.00
H 0.375 -2.884 -1.944 0.00
H 3.288 -0.327 -0.452 0.01
H 5.083 -1.830 -1.167 0.00
```

## Properties
net charge = -2
gap between HOMO and LUMO (spin up / spin down) = 4.727 / 6.995 eV
relative energy (zero: lowest compared OMol25 entry of this formula, charge and spin) = 10.23 kcal/mol
expectation value of S² = 2.026
LUMO level (spin up / spin down) = 0.1323 / 0.1322 Ha
multiplicity = 3



(7)
The following is a DFT calculation (ωB97M-V/def2-TZVPD) of a molecular structure, C22H49AlO8PS in a non-equilibrium geometry.

XYZ file:
```
82
Properties=species:S:1:pos:R:3:mulliken_charge:R:1
C -3.062 5.428 2.995 -0.74
C -3.056 4.400 1.701 -0.05
O -1.759 3.758 1.440 -0.44
Al -0.947 3.096 3.003 0.27
P 1.169 4.137 3.139 0.54
O 0.939 5.795 2.578 -0.55
O 1.747 4.086 4.808 -0.56
S 2.438 3.206 1.992 -0.48
H -2.014 5.931 3.177 0.05
H -3.913 6.255 2.906 0.33
H -3.383 4.764 3.931 0.18
H -3.277 5.089 0.752 0.20
H -3.972 3.643 1.740 0.15
H -1.731 3.381 4.346 -0.34
H -0.694 1.524 2.873 -0.16
H 0.391 6.223 3.313 0.29
H 1.048 4.464 5.433 0.32
C -2.524 1.137 -0.747 0.19
C -3.436 1.455 -1.905 -0.56
C -4.453 0.338 -1.822 -0.23
O -4.565 -0.022 -0.438 -0.47
C -3.495 0.604 0.283 -0.08
H -1.952 1.997 -0.390 0.25
H -1.817 0.351 -1.037 -0.19
H -3.927 2.421 -1.736 0.15
H -2.924 1.495 -2.869 0.42
H -4.117 -0.548 -2.371 0.25
H -5.434 0.635 -2.205 0.04
H -3.924 1.416 0.881 0.00
H -3.033 -0.120 0.960 0.18
C 1.931 -2.190 0.312 0.02
C 1.128 -3.390 -0.119 -0.52
C -0.229 -3.096 0.481 -0.55
O -0.369 -1.669 0.513 -0.31
C 0.908 -1.079 0.232 -0.47
H 2.812 -2.004 -0.308 0.25
H 2.263 -2.319 1.350 0.05
H 1.056 -3.414 -1.213 0.29
H 1.546 -4.343 0.217 0.26
H -0.296 -3.462 1.511 0.28
H -1.047 -3.534 -0.098 0.30
H 0.864 -0.652 -0.776 0.23
H 1.106 -0.273 0.944 0.24
C 6.826 -1.385 1.160 -0.57
C 6.363 -0.013 1.574 -0.60
C 4.900 -0.041 1.187 -0.27
O 4.464 -1.402 1.311 -0.34
C 5.617 -2.237 1.479 -0.01
H 7.730 -1.718 1.675 0.40
H 7.020 -1.401 0.080 0.24
H 6.459 0.099 2.661 0.26
H 6.915 0.801 1.097 0.34
H 4.759 0.261 0.144 0.23
H 4.285 0.602 1.823 0.17
H 5.635 -2.576 2.521 0.28
H 5.537 -3.113 0.829 -0.20
C -7.964 3.869 -4.088 -0.53
C -7.914 3.706 -2.590 -0.47
C -8.240 2.238 -2.420 -0.37
O -7.750 1.565 -3.588 -0.41
C -7.399 2.551 -4.569 -0.38
H -7.404 4.732 -4.455 0.32
H -9.006 3.971 -4.415 0.26
H -6.898 3.907 -2.229 0.20
H -8.604 4.361 -2.053 0.34
H -9.322 2.075 -2.370 0.29
H -7.780 1.807 -1.526 0.27
H -6.306 2.587 -4.629 0.23
H -7.793 2.256 -5.545 0.26
C 6.972 -6.624 -1.587 -0.52
C 5.852 -5.624 -1.714 -0.35
C 4.853 -6.137 -0.700 -0.25
O 5.606 -6.774 0.341 -0.42
C 6.962 -6.923 -0.104 -0.44
H 7.937 -6.250 -1.939 0.34
H 6.728 -7.530 -2.153 0.26
H 6.206 -4.630 -1.419 0.09
H 5.438 -5.554 -2.723 0.37
H 4.190 -6.889 -1.141 0.32
H 4.239 -5.338 -0.275 0.08
H 7.576 -6.205 0.450 0.26
H 7.315 -7.933 0.123 0.28
```

## Properties
net charge = -1
gap between HOMO and LUMO = 7.051 eV
LUMO level = 0.0797 Ha
multiplicity = 1



(8)
The following is a DFT calculation (ωB97M-V/def2-TZVPD) of a molecular structure, C19H19ClN4O2W in a non-equilibrium geometry.

XYZ file:
```
46
Properties=species:S:1:pos:R:3:lowdin_spin:R:1
N -1.480 3.710 0.446 0.02
C -0.419 4.222 0.460 0.01
C 0.680 5.205 0.434 0.00
H 0.317 6.128 -0.087 0.00
H 1.525 4.775 -0.162 0.00
H 0.974 5.487 1.484 0.00
N 3.497 -2.241 -1.076 0.00
C 4.380 -2.939 -0.837 0.00
C 5.563 -3.732 -0.836 0.00
H 6.254 -3.243 -1.531 0.00
H 5.292 -4.731 -1.174 0.00
H 5.993 -3.768 0.162 0.00
N -3.999 -0.453 0.509 0.01
C -4.147 -1.581 0.231 0.01
C -4.462 -2.966 -0.123 0.00
H -4.004 -3.678 0.582 0.00
H -4.164 -3.217 -1.152 0.00
H -5.555 -3.086 -0.098 0.00
W 0.669 -0.480 -1.290 0.61
C 0.631 -1.538 0.518 0.01
O 0.509 -2.364 1.363 0.02
C 1.844 0.055 0.458 0.01
O 2.568 0.330 1.347 0.01
C 0.889 1.097 -2.519 0.05
C -0.474 1.057 -2.025 0.09
C -1.204 -0.153 -2.038 0.04
C -0.643 -1.316 -2.610 0.03
C 0.675 -1.297 -3.140 0.07
C 1.449 -0.099 -3.103 0.07
H 1.411 2.051 -2.550 0.00
H -0.989 1.985 -1.730 0.00
H -2.169 -0.165 -1.537 0.00
H -1.184 -2.239 -2.562 0.00
H 1.193 -2.167 -3.500 0.00
H 2.429 -0.097 -3.556 0.00
Cl -0.559 3.815 3.434 0.30
C -0.832 2.174 3.078 0.18
C -1.781 1.446 3.816 0.02
C -2.120 0.163 3.376 0.01
C -1.442 -0.357 2.260 0.18
N -0.527 0.342 1.624 0.02
C -0.194 1.568 1.977 0.21
H -2.276 1.930 4.652 0.00
H -2.931 -0.408 3.821 0.00
H -1.697 -1.334 1.842 0.00
H 0.511 2.107 1.362 0.00
```

## Properties
net charge = +4
gap between HOMO and LUMO (spin up / spin down) = 5.150 / 4.498 eV
relative energy (zero: lowest compared OMol25 entry of this formula, charge and spin) = 0.00 kcal/mol
expectation value of S² = 2.026
LUMO level (spin up / spin down) = -0.6236 / -0.6474 Ha
multiplicity = 3